ORCA calculation (the ωB97M-V functional and the def2-TZVPD basis) on C6H13N3Si in the gas phase in a non-equilibrium geometry.

Results
HOMO in eV: -8.5
Orbital gap in eV: 9.17

The geometry in ORCA input format:
```
! RIJCOSX wB97M-V def2-TZVPD def2/J DEFGRID3
* xyz 0 1
Si -0.408 -0.678 -0.151
N 1.182 -0.093 -0.333
N 3.537 -0.886 -0.130
N 3.416 -1.992 -0.336
C 1.830 2.245 0.509
C -0.091 -2.302 0.603
C 3.341 0.318 0.212
C -1.480 0.366 1.215
C 1.989 0.758 0.105
C -1.331 -0.807 -1.768
H -2.316 -0.350 -1.795
H 0.949 2.367 1.047
H -2.309 -0.252 1.626
H -1.473 -1.865 -2.009
H 1.815 2.637 -0.498
H -0.743 0.545 1.971
H -0.767 -0.330 -2.531
H 4.079 0.989 0.644
H -0.793 -3.062 0.430
H 0.934 -2.528 0.346
H -0.096 -2.272 1.668
H 2.607 2.714 1.081
H -1.928 1.248 0.909
*
```

Now the natural (NBO) charges, all in e:
1 Si 1.76
2 N -0.95
3 N 0.11
4 N 0.05
5 C -0.68
6 C -1.15
7 C -0.33
8 C -1.06
9 C 0.36
10 C -1.13
11 H 0.24
12 H 0.23
13 H 0.22
14 H 0.24
15 H 0.24
16 H 0.21
17 H 0.24
18 H 0.24
19 H 0.24
20 H 0.25
21 H 0.24
22 H 0.22
23 H 0.22